Below is H8KO4 as an isolated structure, with properties calculated with ωB97M-V with the def2-TZVPD basis set.

Results
E_LUMO = -3.21 eV
gap between HOMO and LUMO = 12.30 eV
energy relative to the best compared isomer or geometry (same formula, charge and spin) = 0.030 eV
HOMO level = -15.52 eV

Geometry as ORCA input:
```
! RIJCOSX wB97M-V def2-TZVPD def2/J DEFGRID3
* xyz 1 1
K -0.3513 -0.0408 -0.0681
O 0.1196 -0.9266 2.5449
H -0.2819 -1.6668 3.0179
H 0.9813 -0.7822 2.9561
O 0.8197 1.5927 -2.0630
H 0.3754 1.8629 -2.8767
H 1.7553 1.7735 -2.2187
O 1.7091 -2.0397 -0.1913
H 1.8248 -2.4722 0.6633
H 2.5825 -2.0192 -0.6020
O -2.8391 1.4824 -0.2186
H -3.6738 1.0015 -0.1484
H -3.0216 2.2346 -0.7955
*
```